111
Properties=species:S:1:pos:R:3:forces:R:3:lowdin_charge:R:1 method="wB97M-V/def2-TZVPD" spin_multiplicity=2 energy_ev=-74542.182 lumo_energy_ev="0.41 / 0.41" homo_lumo_gap_ev="8.56 / 9.37" homo_ev="-8.1 / -9.0"
C -2.74566 -1.02707 3.03859 0.31 -0.37 -0.11 -0.03
C -1.52080 -0.19235 3.40666 -0.91 1.01 0.90 -0.46
C -2.00136 0.70917 4.57430 0.16 -0.50 -0.52 -0.02
C -1.10675 0.74739 2.25554 0.26 -0.70 -0.47 -0.07
C -0.09918 0.13860 1.25070 0.55 -0.40 -0.16 -0.31
C 0.32870 1.16701 0.14567 -0.40 0.56 0.12 -0.12
C -0.40243 2.51355 0.18454 0.71 0.57 -0.60 -0.16
C -0.16802 3.33449 -1.11355 -0.81 -0.61 -0.54 -0.09
C 1.17008 3.06835 -1.73406 -0.08 0.31 -0.05 -0.54
O 2.16219 3.63534 -1.40940 0.83 0.29 0.40 0.14
O 1.19832 2.13667 -2.74816 -0.57 -0.34 0.11 0.06
C -0.77603 -1.01699 0.50952 -0.27 -0.57 -0.20 -0.17
C -0.45546 -2.36126 0.69474 -0.02 0.01 0.01 -0.03
C -1.12036 -3.38969 0.02070 -0.08 0.82 0.00 -0.05
C -2.13275 -3.07115 -0.87860 0.29 -0.17 0.28 -0.08
C -2.45661 -1.73492 -1.10398 0.11 -0.16 0.15 -0.07
C -1.79157 -0.73174 -0.41493 0.12 -0.08 0.12 -0.04
C 1.15783 -0.32296 2.04842 -0.46 0.85 -0.05 -0.06
C 0.94591 -0.56754 3.55946 1.43 -0.72 0.69 -0.46
C 1.92240 -1.68880 3.98220 -0.20 0.12 -0.68 -0.03
C 1.38626 0.65739 4.38465 -0.57 -0.62 -0.20 -0.02
N -0.41355 -1.04234 3.90472 -0.03 -0.10 -1.62 -0.10
O -0.58898 -2.30310 3.74393 -0.01 -0.01 0.50 -0.01
H -2.53017 -1.78978 2.29799 -0.03 0.02 -0.13 0.07
H -3.13057 -1.53757 3.91686 -0.03 -0.03 0.09 0.09
H -3.50940 -0.35218 2.66078 -0.11 0.03 -0.04 0.09
H -2.81340 1.32431 4.19108 -0.05 0.20 0.13 0.09
H -1.20460 1.33610 4.96167 -0.02 0.07 0.17 0.07
H -2.39706 0.04568 5.33887 0.04 0.18 0.30 0.09
H -2.02320 0.93902 1.70372 -0.11 0.31 0.08 0.11
H -0.72920 1.68891 2.64796 0.05 0.06 0.04 0.11
H 1.39084 1.41827 0.18047 0.14 -0.26 0.33 0.10
H 0.17266 0.75766 -0.84995 -0.14 -0.35 0.06 0.10
H -0.00650 3.12318 0.99401 -0.22 -0.09 0.31 0.12
H -1.47677 2.40709 0.27750 -0.09 -0.01 0.26 0.10
H -0.93036 3.03298 -1.83341 0.01 -0.01 -0.10 0.12
H -0.30149 4.39759 -0.94615 0.21 0.12 0.16 0.12
H 1.59264 1.32354 -2.40719 0.28 0.05 -0.20 0.11
H 0.30503 -2.64080 1.40654 0.05 -0.02 0.07 0.09
H -0.82598 -4.40722 0.22596 -0.09 -0.16 -0.12 0.10
H -2.65266 -3.87181 -1.38529 -0.08 0.07 -0.14 0.10
H -3.22596 -1.48840 -1.82151 -0.05 0.07 -0.04 0.10
H -2.05319 0.30410 -0.60141 -0.11 0.00 -0.05 0.11
H 1.66468 -1.16602 1.59128 -0.17 -0.17 -0.17 0.11
H 1.87916 0.49308 1.99322 0.06 0.07 0.01 0.11
H 2.93030 -1.28019 3.95672 0.11 -0.03 0.24 0.09
H 1.66274 -2.10906 4.94769 0.13 0.10 0.18 0.09
H 1.89837 -2.48551 3.24474 -0.07 -0.24 0.11 0.07
H 0.79941 1.54570 4.17483 0.05 0.17 0.17 0.07
H 1.33323 0.36841 5.43226 -0.14 0.35 0.18 0.10
H 2.43001 0.82835 4.14297 0.07 0.26 -0.03 0.08
C -1.29697 0.77880 -5.16626 0.18 0.14 0.06 -0.02
O -2.51561 0.82191 -5.91983 0.04 -0.32 0.22 -0.04
C -3.25518 -0.28450 -5.82473 0.05 0.10 0.01 -0.62
O -2.98163 -1.26287 -5.18293 -0.05 -0.04 0.02 0.13
O -4.35177 -0.11068 -6.56449 0.00 0.03 -0.02 0.00
C -5.24820 -1.22471 -6.55762 -0.18 -0.09 -0.07 -0.04
H -0.79788 1.73063 -5.32814 -0.10 0.03 -0.06 0.09
H -1.50521 0.65960 -4.10470 -0.01 -0.10 -0.01 0.09
H -0.65677 -0.02752 -5.51820 -0.06 -0.07 0.06 0.10
H -5.60776 -1.42154 -5.54956 0.09 -0.05 0.02 0.10
H -4.76277 -2.11003 -6.96333 0.04 -0.02 0.09 0.10
H -6.08584 -0.94990 -7.19183 0.06 0.12 -0.02 0.09
C 7.05170 -3.03451 -0.56750 0.11 -0.18 -0.02 -0.04
O 6.47016 -1.88330 -1.18293 0.01 0.01 -0.03 0.01
C 5.80683 -1.09077 -0.34274 -0.01 0.00 -0.04 -0.62
O 5.67092 -1.27071 0.83956 -0.01 0.00 0.00 0.12
O 5.31649 -0.06453 -1.03781 -0.02 0.00 -0.03 0.01
C 4.57749 0.86968 -0.25019 -0.17 0.32 0.01 -0.03
H 7.55502 -3.58450 -1.35722 -0.04 0.09 -0.08 0.09
H 7.77825 -2.74080 0.18765 -0.08 0.01 0.07 0.10
H 6.28187 -3.66306 -0.12386 0.00 0.06 0.08 0.10
H 5.21341 1.31796 0.51098 -0.03 -0.11 0.09 0.10
H 3.71608 0.38759 0.21196 0.09 -0.06 0.10 0.08
H 4.23183 1.65577 -0.91788 0.08 -0.10 -0.15 0.09
C 1.63656 -8.63149 -3.00951 0.03 -0.03 -0.21 -0.04
O 1.82138 -9.07320 -1.66301 0.01 -0.02 0.01 0.01
C 1.31594 -8.25076 -0.74441 0.02 -0.04 0.03 -0.63
O 0.74463 -7.21471 -0.96332 -0.02 0.03 0.00 0.12
O 1.55294 -8.77299 0.45796 0.01 -0.02 0.00 0.00
C 1.06083 -7.98688 1.54618 -0.03 0.03 0.21 -0.04
H 2.09033 -9.38560 -3.64589 0.03 -0.07 0.11 0.09
H 0.57725 -8.54989 -3.24523 0.00 0.09 0.04 0.10
H 2.13186 -7.67613 -3.17205 -0.08 0.05 0.04 0.10
H -0.02057 -7.88045 1.48538 0.01 0.08 -0.07 0.10
H 1.53479 -7.00715 1.55810 -0.07 0.03 -0.07 0.10
H 1.31914 -8.52270 2.45471 0.06 -0.09 -0.08 0.09
C 0.94409 3.27995 9.66084 0.12 -0.11 0.15 -0.04
O 0.07436 4.35810 9.30819 -0.01 0.02 0.01 0.01
C -0.30209 4.36150 8.03108 -0.02 0.03 0.05 -0.63
O 0.02474 3.55812 7.19657 0.00 -0.03 -0.04 0.11
O -1.10388 5.40758 7.83573 -0.01 0.02 0.02 0.01
C -1.58718 5.53379 6.49730 -0.12 0.10 -0.14 -0.04
H 1.16892 3.39863 10.71662 -0.08 0.11 0.00 0.09
H 0.45250 2.32209 9.50176 0.02 0.00 -0.10 0.10
H 1.86776 3.32824 9.08733 -0.05 -0.05 -0.08 0.10
H -2.17578 4.66177 6.21745 0.09 -0.05 -0.02 0.09
H -0.76101 5.66885 5.80157 0.01 -0.10 0.00 0.10
H -2.22020 6.41608 6.48034 0.03 0.02 0.13 0.09
C -2.89268 3.06380 -7.67522 -0.17 0.10 -0.30 -0.03
O -2.93899 4.42183 -7.21489 -0.05 0.00 0.01 0.01
C -1.96241 5.19280 -7.68316 -0.03 -0.01 0.03 -0.62
O -1.08301 4.84912 -8.42975 0.00 0.01 0.00 0.12
O -2.12112 6.41944 -7.18009 -0.02 0.01 0.02 0.00
C -1.13065 7.35730 -7.60353 0.07 0.19 0.01 -0.04
H -3.73157 2.54881 -7.22649 -0.05 0.12 0.13 0.08
H -2.98950 3.02860 -8.76011 0.12 0.05 0.00 0.10
H -1.97095 2.59057 -7.36584 0.12 0.02 -0.08 0.08
H -1.15595 7.48188 -8.68448 0.06 -0.08 -0.01 0.10
H -0.13918 7.03988 -7.28587 0.01 -0.06 -0.08 0.10
H -1.37649 8.30174 -7.12650 -0.10 -0.06 0.05 0.09

---

105
Properties=species:S:1:pos:R:3:forces:R:3:lowdin_charge:R:1 method="wB97M-V/def2-TZVPD" spin_multiplicity=1 energy_ev=-74086.069 lumo_energy_ev=-1.15 smiles="CCCOc1c(N=C=S)cc(CCCCn2cccc2)c2nsnc12.CCOCC.CCOCC.CCOCC.CCOCC" homo_lumo_gap_ev=6.55 homo_ev=-7.7 relative_energy_ev=0.000
C 5.68278 -1.77661 1.26185 -0.02 -0.28 -0.53 -0.12
C 6.14944 -3.20208 0.62504 0.17 1.20 -0.49 -0.20
C 5.21496 -3.46413 -0.65675 1.58 0.15 -0.80 -0.21
O 4.23858 -4.55778 -0.46593 -2.36 3.41 -0.28 -0.12
C 2.96253 -3.86534 -0.41373 -1.73 0.15 -0.85 -0.10
C 2.25398 -3.33528 -1.71401 0.02 -0.63 4.16 -0.13
N 2.97075 -3.63885 -2.98388 -0.18 5.31 -1.33 0.06
C 3.10219 -2.58338 -3.72739 -1.75 -1.18 0.54 -0.62
S 2.94839 -1.26088 -4.72490 0.78 -3.41 2.34 0.66
C 0.86928 -2.52912 -1.66394 1.11 -1.08 5.33 0.07
C 0.26882 -2.30258 -0.22879 1.06 -0.98 -2.10 -0.10
C -1.10061 -1.46827 0.02853 1.74 -0.46 0.03 -0.14
C -0.68415 -0.21440 0.98337 -0.50 0.53 -0.29 -0.18
C -0.92617 1.22918 0.25335 0.51 -0.08 0.48 -0.16
C 0.34779 2.17772 0.60422 -0.75 -0.06 1.18 -0.17
N 1.53465 1.90946 -0.25339 3.62 -0.93 -3.42 -0.14
C 1.48775 1.76406 -1.72583 3.17 -0.45 0.61 -0.07
C 2.89760 1.47729 -2.29296 -2.03 0.83 3.42 -0.11
C 3.92167 1.46452 -1.09314 -6.81 0.94 0.11 -0.06
C 2.93589 1.74029 0.07472 2.42 -0.67 -1.40 -0.10
C 0.97427 -2.88100 1.05651 2.12 -1.57 2.39 -0.20
N 0.59034 -2.82851 2.44743 1.42 -0.42 -2.45 -0.28
S 1.72969 -3.60922 3.48958 -0.40 0.73 -5.36 0.91
N 2.85576 -4.14788 2.29410 -2.92 2.25 -2.79 -0.26
C 2.34170 -3.68402 1.03191 -0.73 0.39 -0.61 -0.20
H 6.14749 -0.96802 0.57157 -0.82 -1.14 1.42 0.08
H 6.00760 -1.63433 2.34956 -0.33 -0.10 -1.64 0.06
H 4.53758 -1.66135 1.19955 1.74 -0.23 0.20 0.07
H 7.22262 -3.01490 0.22557 -1.68 -0.59 0.76 0.11
H 6.17870 -4.05385 1.38566 -0.30 1.11 -1.24 0.11
H 5.80667 -3.75424 -1.61197 -0.72 0.36 1.75 0.13
H 4.71005 -2.45781 -0.91090 0.55 -1.71 0.41 0.12
H 0.35359 -2.14436 -2.60662 0.90 -0.62 1.60 0.11
H -1.49042 -1.13534 -0.99651 0.45 -0.39 1.61 0.10
H -1.88495 -2.14154 0.53876 1.32 1.05 -0.83 0.12
H -1.26793 -0.30449 1.97388 0.85 0.36 -1.59 0.11
H 0.43123 -0.22154 1.26767 -1.70 -0.40 -0.60 0.09
H -1.85385 1.77345 0.65352 1.28 -0.93 -0.55 0.11
H -1.06217 1.07112 -0.88117 0.32 0.37 1.82 0.09
H 0.04557 3.29537 0.62709 0.64 -1.76 -0.46 0.13
H 0.62096 1.92538 1.70415 -0.21 0.44 -1.89 0.13
H 0.47261 1.89023 -2.22640 1.87 -0.26 0.61 0.10
H 3.08792 1.31744 -3.40413 -0.27 0.32 1.90 0.03
H 5.04699 1.28659 -1.10491 -2.04 0.34 0.25 0.08
H 3.39450 1.75797 1.11965 -1.48 0.14 -1.37 0.10
C -5.70390 -2.31814 -3.39326 -0.11 0.20 -0.13 -0.08
C -5.41251 -2.03317 -1.92990 0.10 -0.04 -0.09 -0.28
O -4.59066 -0.89130 -1.72908 0.20 -0.05 0.12 -0.18
C -5.11190 0.35137 -2.18285 -0.04 0.05 -0.02 -0.27
C -6.40224 0.75351 -1.49081 -0.19 -0.15 0.00 -0.08
H -4.77638 -2.36343 -3.97013 -0.04 -0.06 0.09 0.08
H -6.23399 -3.26776 -3.49881 0.05 0.05 0.03 0.08
H -6.32663 -1.53700 -3.83665 -0.02 -0.08 0.00 0.07
H -4.86614 -2.88282 -1.51022 0.09 0.22 0.06 0.12
H -6.33799 -1.94340 -1.35274 -0.08 0.02 -0.05 0.11
H -5.23375 0.33956 -3.27123 -0.10 0.03 0.02 0.10
H -4.34912 1.10389 -1.96515 0.08 -0.22 0.03 0.12
H -7.22299 0.08046 -1.75220 0.00 0.09 -0.02 0.07
H -6.69390 1.76485 -1.78477 0.06 -0.07 0.00 0.07
H -6.28530 0.71961 -0.40430 0.06 0.06 -0.07 0.08
C -4.99159 4.16817 -6.79025 -0.20 0.15 -0.01 -0.08
C -5.30337 2.70141 -6.54786 0.09 0.08 0.06 -0.28
O -6.15328 2.48101 -5.42998 0.05 -0.11 0.17 -0.17
C -7.44954 3.05989 -5.49670 -0.04 -0.07 -0.02 -0.28
C -8.28686 2.53554 -6.64999 0.10 0.02 -0.23 -0.08
H -4.61416 4.63864 -5.87851 0.04 -0.09 -0.07 0.08
H -4.24365 4.27381 -7.57965 -0.04 -0.03 0.07 0.08
H -5.88262 4.72094 -7.09843 0.08 -0.01 -0.06 0.07
H -4.36857 2.17638 -6.33142 -0.20 -0.05 0.15 0.12
H -5.72234 2.23307 -7.44381 -0.04 0.06 -0.06 0.11
H -7.37844 4.15269 -5.52431 -0.02 0.00 -0.08 0.11
H -7.94879 2.80599 -4.55773 0.24 -0.05 0.01 0.11
H -7.87638 2.84380 -7.61498 -0.09 0.02 0.04 0.07
H -9.30855 2.91782 -6.58496 0.08 -0.03 0.02 0.08
H -8.31591 1.44284 -6.64132 -0.03 0.08 0.08 0.08
C 11.14956 -2.03193 4.94360 -0.07 -0.24 0.05 -0.08
C 10.00761 -1.03933 4.80854 0.08 -0.02 -0.10 -0.28
O 9.02371 -1.43451 3.86236 -0.04 0.09 -0.13 -0.16
C 8.33959 -2.65044 4.13284 -0.06 0.03 0.03 -0.28
C 7.55164 -2.62403 5.43076 0.13 0.05 0.21 -0.08
H 11.57889 -2.26226 3.96501 -0.01 0.10 0.06 0.08
H 11.93316 -1.62661 5.58825 -0.06 -0.01 -0.05 0.08
H 10.81090 -2.97416 5.38181 0.07 0.06 0.04 0.07
H 10.41176 -0.08750 4.45221 -0.21 -0.09 -0.11 0.12
H 9.54390 -0.83601 5.77880 0.02 -0.07 0.07 0.11
H 9.03781 -3.49433 4.11083 0.00 -0.01 0.09 0.11
H 7.64333 -2.80349 3.30436 0.19 0.16 -0.04 0.09
H 8.21289 -2.56473 6.29916 -0.06 -0.07 -0.02 0.07
H 6.95027 -3.53102 5.53101 0.04 0.07 -0.04 0.08
H 6.89005 -1.75433 5.46393 0.00 -0.09 -0.08 0.08
C -4.82401 4.56664 3.86038 0.14 0.05 0.20 -0.08
C -4.76956 3.11442 3.41821 0.01 0.11 -0.08 -0.28
O -3.44644 2.62676 3.23963 0.08 -0.06 -0.18 -0.18
C -2.61172 2.62520 4.38999 -0.02 -0.08 0.02 -0.28
C -3.13293 1.74663 5.51355 -0.23 0.04 0.08 -0.08
H -4.23267 5.19676 3.19078 -0.10 -0.07 -0.02 0.08
H -5.85602 4.92538 3.86566 0.07 -0.04 -0.02 0.08
H -4.42140 4.69324 4.86852 -0.09 0.02 -0.02 0.07
H -5.26342 3.02612 2.44624 0.22 -0.12 0.03 0.12
H -5.32369 2.47023 4.10777 -0.01 0.03 0.08 0.11
H -2.43823 3.64972 4.73692 -0.05 -0.01 0.06 0.11
H -1.64118 2.23985 4.06564 -0.14 0.04 -0.19 0.11
H -4.05976 2.14414 5.93514 0.08 -0.01 0.05 0.07
H -2.39936 1.68405 6.32111 -0.04 0.00 -0.08 0.08
H -3.34584 0.73833 5.14900 0.10 0.06 0.00 0.08